w) Density functional theory data (wB97M-V/def2-TZVPD) for C6H11NO2 in the gas phase.

Orbital gap: 9.0073 eV
E_LUMO: 0.7 eV
Structure (SMILES): N[C@]12CCC[C@]1(O)[C@H]2O

Geometry (Å):
O -0.2530 -2.4212 -1.4349
O 0.9545 -1.4543 0.1713
N -0.9414 1.2229 -1.1268
C 0.4305 0.6648 1.4250
C -0.4643 -1.0970 -1.4949
C 0.7159 -0.3069 -0.5829
C -0.8212 -0.0611 -0.4037
C -1.0633 0.2383 0.9371
C 1.2530 0.6880 0.1124
H -1.1863 -0.6629 1.7778
H -2.0317 1.7419 -0.8551
H 2.1458 0.3924 0.5012
H 1.7033 -1.7163 -0.2050
H -0.8689 -0.7381 -2.5687
H 0.6073 1.8256 2.0557
H 1.0591 1.5917 -0.4487
H 0.9334 -0.3948 1.9752
H -1.8268 1.0350 1.2366
H -0.2706 2.0480 -0.5160
H -0.0750 -2.5961 -0.5556

---

x) Density functional theory data (wB97M-V/def2-TZVPD) for 2 unconnected molecules or ions with the total composition C6H11NO2.

Orbital gap: 7.3503 eV
E_LUMO: 0.7 eV

Geometry (Å):
O 0.4675 2.2489 -0.4914
O 1.9839 -0.9988 -0.2512
N 1.8473 0.6278 1.3086
C 1.1724 -0.2677 0.5457
C -1.5302 -1.5131 -1.1034
C -1.0245 -0.6592 -0.1724
C -0.0861 -0.8753 0.9590
C 0.0649 0.9837 -1.0286
C -1.3244 -0.0020 1.1139
H -2.1232 -0.4422 1.6992
H 1.4365 -1.6450 -0.7274
H -0.2269 2.8903 -0.6734
H -2.3480 -1.2231 -1.7522
H -0.0513 -1.8430 1.4537
H 0.8252 0.6076 -1.7179
H -1.2093 1.0716 1.2179
H 2.7180 0.9472 0.9038
H 1.2861 1.4006 1.6383
H -0.8445 1.1435 -1.6047
H -1.0336 -2.4518 -1.3177

---

Most stable to least stable: x), w)

---

w) Density functional theory data (wB97M-V/def2-TZVPD) for 2 unconnected molecules or ions with the total composition C6H11NO2.

Orbital gap: 10.1600 eV
E_LUMO: 0.8 eV
Structure (SMILES): C=N/C=C/CCC=O.O

Geometry (Å):
O -1.7874 -3.1333 0.9116
O -1.7520 -0.7940 -2.0255
N 1.1175 0.0301 2.2475
C 1.0593 1.4188 -1.3596
C 0.6244 0.5453 0.9695
C 1.5177 0.8436 0.0356
C -0.6225 -0.3539 -2.1235
C 0.1996 -0.1271 3.1130
C -0.3894 1.1423 -1.7287
H 1.3347 2.4688 -1.4599
H 0.1457 -1.0047 -2.4043
H 0.3743 -0.4034 4.1716
H -0.4083 0.7256 0.8952
H -0.8337 0.0663 2.8785
H 2.5436 1.0520 0.1584
H -2.0774 -3.0946 0.0227
H -0.9380 1.4278 -0.8614
H -0.9786 -3.6539 0.9339
H -0.8191 1.9340 -2.2801
H 1.6896 0.9101 -2.0942

---

x) Density functional theory data (wB97M-V/def2-TZVPD) for C6H11NO2 in the gas phase.

Orbital gap: 10.5245 eV
E_LUMO: 0.7 eV
Structure (SMILES): C=C[C@@H](C)[C@@H](N)C(=O)O

Geometry (Å):
O -1.2208 -0.6842 2.1155
O -2.6066 0.0420 0.4951
N 0.4538 -1.9791 0.3300
C -1.3895 -0.4162 0.9223
C 0.0452 0.1865 -0.9699
C -0.0215 1.4641 0.0030
C -0.5343 -1.0255 -0.2135
C 0.8085 1.7446 1.0178
C 1.4217 -0.0261 -1.5730
H 1.3314 0.9604 1.5524
H -0.6545 0.4542 -1.7715
H 1.7305 0.8361 -2.1718
H 2.1760 -0.1900 -0.7956
H 1.4089 -0.9157 -2.2122
H 1.0426 -1.4841 0.9984
H 0.9292 2.7651 1.3699
H -0.5890 2.2841 -0.4363
H -0.0536 -2.6600 0.8974
H -1.1939 -1.5851 -0.8852
H -3.0844 0.2290 1.3271

---

y) Density functional theory data (wB97M-V/def2-TZVPD) for C6H11NO2 in the gas phase.

Orbital gap: 8.5408 eV
E_LUMO: 0.4 eV

Geometry (Å):
O 1.4241 -0.1074 -1.7152
O -0.6735 0.5526 0.9555
N 0.7063 2.2603 0.1581
C -0.6906 -0.6878 -0.5669
C -1.8707 -0.1301 -1.2734
C -0.7299 -2.0926 -0.0680
C 1.7315 0.3629 1.3808
C 0.5691 0.8880 0.5184
C 0.6001 -0.0359 -0.8495
H -1.6924 -0.0334 -2.3451
H 0.0156 2.8455 0.6081
H 0.1640 -2.3544 0.4927
H -1.6127 -2.2449 0.5532
H -0.8035 -2.7585 -0.9345
H -2.7778 -0.6985 -1.0755
H 1.6064 -0.7006 1.5746
H 1.6925 0.8904 2.3349
H -1.9886 0.8744 -0.8354
H 1.6394 2.6457 0.1985
H 2.6908 0.5245 0.8888

---

Most stable to least stable: x), y), w)

---

w) Density functional theory data (wB97M-V/def2-TZVPD) for 2 unconnected molecules or ions with the total composition ClH2O2PS.

Orbital gap: 9.8694 eV
E_LUMO: -0.4 eV
Structure (SMILES): O=P(O)=S.Cl

Geometry (Å):
Cl 1.6929 0.9758 0.2311
S -2.5128 1.5929 -0.1746
P -1.9970 -0.1886 0.3227
O -1.9032 -0.9277 1.5806
O -1.8169 -1.1954 -0.9259
H 2.4138 1.4093 1.2301
H -1.8830 -2.1171 -0.7362

---

x) Density functional theory data (wB97M-V/def2-TZVPD) for 2 unconnected molecules or ions with the total composition ClH2O2PS.

Orbital gap: 8.3291 eV
E_LUMO: -0.6 eV
Structure (SMILES): O=PO.SCl

Geometry (Å):
Cl -3.6124 1.0852 -0.0186
S -3.5439 -1.0207 0.1075
P -0.1526 0.1956 -0.6109
O 1.3961 -0.0388 -0.2436
O -0.8879 -0.3707 0.4852
H -2.1339 -1.4888 0.6125
H 2.0572 0.5022 -0.7029

---

Most stable to least stable: w), x)

---

w) Density functional theory data (wB97M-V/def2-TZVPD) for 2 unconnected molecules or ions with the total composition C6H13NO5.

Orbital gap: 9.2302 eV
E_LUMO: -0.3 eV
Structure (SMILES): C=C(OCCOCC)[N+](=O)[O-].O

Geometry (Å):
O -3.8939 1.3859 0.6551
O -1.0009 0.5306 -0.2318
O -2.7675 -0.8159 -1.2588
O 2.0537 0.0686 0.3125
O -3.4208 -1.6184 0.6587
N -2.7278 -0.9605 -0.0570
C -1.5953 -0.3248 1.9564
C 1.3198 0.9003 -0.4255
C 2.6706 -1.5763 -1.3269
C 0.0201 1.3330 0.2631
C -1.7513 -0.1646 0.6703
C 3.1337 -0.4974 -0.4901
H 2.1531 -1.1917 -2.3229
H -3.9779 2.1506 0.6120
H -3.6957 0.8700 -0.1043
H 0.3207 1.2706 1.3258
H 1.2114 0.3837 -1.3413
H 1.9151 1.8273 -0.6099
H -0.8752 0.2047 2.4685
H 3.9277 -0.8828 0.2728
H 3.5107 0.3817 -1.0504
H 2.0651 -2.2526 -0.7875
H 3.5093 -2.1324 -1.7119
H -0.1562 2.3789 0.0881
H -1.9487 -1.2684 2.4350

---

x) Density functional theory data (wB97M-V/def2-TZVPD) for C6H13NO5 in the gas phase.

Orbital gap: 10.3083 eV
E_LUMO: 0.5 eV
Structure (SMILES): N[C@@H]1[C@H](O)[C@@H](O)[C@H](O)[C@@]1(O)CO

Geometry (Å):
O 1.3874 -2.2964 -0.2782
O 1.6529 1.2522 -0.6380
O -2.1601 1.2236 -0.1531
O -0.6611 -1.6297 1.6748
O 0.0614 1.8928 1.3265
N -0.5349 0.7134 -2.2221
C 1.9333 -1.0343 -0.1011
C 0.9127 0.1200 -0.1840
C -0.3364 -0.1914 -1.0569
C -1.5794 -0.0689 -0.0878
C 0.3175 0.5444 1.1910
C -0.9625 -0.3010 1.2795
H -0.7508 2.0777 0.8036
H 2.5420 -0.8369 -1.0180
H -1.8732 1.4838 -1.0846
H -0.8857 -1.7757 2.6341
H 0.1889 1.3962 -2.2887
H -1.6720 0.1069 1.9746
H 2.5985 -0.8975 0.8072
H -0.3268 -1.2153 -1.3588
H 0.7963 -2.3763 0.5223
H 1.1336 2.0542 -0.3823
H 1.0404 0.3731 2.0379
H -2.3815 -0.7387 -0.3449
H -0.4405 0.1237 -3.0530

---

Most stable to least stable: x), w)

---

w) Density functional theory data (wB97M-V/def2-TZVPD) for 5 unconnected molecules or ions with the total composition C30H71N.

Orbital gap: 9.0426 eV
E_LUMO: 0.9 eV
Structure (SMILES): CCN(CC)CC.CCCCCC.CCCCCC.CCCCCC.CCCCCC

Geometry (Å):
N 0.4387 -1.3531 2.4031
C 0.3472 -1.4644 0.9384
C 3.5256 3.2584 3.1876
C -2.2284 -1.4206 -2.9102
C -2.3844 0.0799 -3.2144
C -5.3673 -3.7932 -1.5885
C 0.9265 2.5229 -1.7623
C -4.0991 -5.0186 0.3432
C -6.9967 -1.7983 -1.5911
C 2.9076 5.7055 3.1186
C -0.7924 -3.5570 2.4659
C -0.8891 -1.9937 -3.1141
C 4.0049 4.6224 3.5275
C 1.4188 -0.4532 2.9594
C 3.2610 2.8427 1.7490
C -4.1165 -5.5691 1.7074
C -3.7757 0.6974 -3.0487
C 2.7450 0.6006 -1.4431
C -6.7765 -3.2223 -2.0695
C 1.2908 -2.2746 0.1813
C 1.4766 0.9496 -2.0801
C 4.6101 7.6138 2.2473
C 3.9722 1.3454 -2.0050
C -5.4366 -4.4261 -0.1936
C 6.6004 1.4136 -1.8140
C 5.2561 0.7526 -1.3391
C -3.9284 2.1720 -3.1029
C 1.0255 0.0082 4.3806
C 0.4303 -2.7624 3.0455
C 3.5271 7.2079 3.2428
C -0.9200 -3.4968 -3.1424
H -3.4095 -5.6110 -0.3636
H 1.3266 -3.2334 3.0370
H -3.0170 2.7390 -2.7568
H -6.2387 -5.2810 0.1644
H 0.1894 -2.4451 4.0058
H -1.5639 -3.9694 -3.7034
H -1.7188 -3.1958 2.4806
H 1.2413 0.7500 -3.0747
H 2.4994 5.4080 2.1358
H -2.0504 0.1967 -4.1900
H 5.0150 0.6075 -0.2330
H -0.1020 -3.9178 -3.2404
H -1.0652 -4.3885 3.1794
H -4.9948 -6.1916 1.8949
H 0.7108 0.3042 -1.6975
H -0.0656 -1.6536 -2.5231
H -6.5168 -3.1488 -3.1870
H -3.5052 -4.0186 0.4843
H -6.2795 -1.0834 -2.0075
H 2.4479 3.4111 1.3927
H -3.9972 -4.7346 2.4731
H 0.0204 0.4913 4.3552
H 5.5754 6.9066 2.5247
H 5.2774 -0.1605 -1.7019
H 4.0810 1.4724 -3.2130
H 1.3289 0.3029 2.1455
H 3.2405 1.6698 1.6374
H -1.2545 -3.6016 -2.0215
H 2.7474 0.7338 -0.3551
H -3.2558 -6.2074 2.0688
H -4.6390 0.1121 -3.6693
H -7.9709 -1.3827 -2.0418
H 2.4788 -1.9867 0.2901
H 2.1573 5.4877 3.7369
H -3.0202 -1.9236 -3.3708
H 0.6629 -0.4440 0.4894
H -5.7456 -3.6048 0.4499
H 1.2118 -3.2804 0.3102
H 4.9223 4.8545 2.9660
H -7.6059 -3.8236 -1.6862
H 5.0070 8.5252 2.5725
H 4.0134 4.4464 4.5468
H -4.5443 -3.1128 -1.7545
H 2.6136 2.8647 3.5899
H 4.0572 3.1857 1.1123
H 7.3529 0.8330 -1.4707
H 2.8765 -0.4694 -1.7649
H -0.5149 -1.7024 -4.2211
H 3.7283 2.4399 -1.7493
H 4.3685 2.5736 3.5185
H 4.0469 7.4974 1.3481
H 6.6339 2.4141 -1.5659
H -1.5988 0.4281 -2.6456
H 6.7419 1.5077 -3.0776
H 1.7207 2.9947 -2.0654
H 0.1036 2.8755 -2.2630
H -0.7699 -3.9769 1.4212
H -0.5637 -1.5606 0.6930
H 1.1120 -2.0476 -0.9586
H -7.1732 -1.7096 -0.5463
H -4.0153 2.4199 -4.1458
H 2.7129 7.8862 3.3197
H 1.1202 -0.5668 5.2183
H -5.2311 -4.7264 -2.0906
H -4.8958 2.7704 -2.7599
H 2.3054 -0.9924 3.1396
H 0.9451 2.6936 -0.6105
H -2.4840 -1.6432 -1.9704
H 1.5615 0.9986 4.6773
H -4.1570 0.4626 -1.9471
H 3.7555 7.3417 4.1864

---

x) Density functional theory data (wB97M-V/def2-TZVPD) for 5 unconnected molecules or ions with the total composition C30H71N.

Orbital gap: 8.7698 eV
E_LUMO: 0.7 eV
Structure (SMILES): CCN(CC)CC.CCCCCC.CCCCCC.CCCCCC.CCCCCC

Geometry (Å):
N 18.3940 90.2760 61.4350
C 19.0910 91.5380 61.1450
C 22.6220 83.8980 65.9410
C 23.3930 85.4280 72.3020
C 22.5010 86.5100 71.5980
C 25.2290 85.4180 60.6440
C 21.5080 85.7710 70.5720
C 26.3620 86.4240 60.5910
C 25.0710 87.7980 66.8330
C 27.4300 82.3280 64.9230
C 17.1720 88.3600 60.3780
C 22.3250 89.8550 64.9740
C 27.2250 86.3120 59.2780
C 28.6500 81.5880 65.4470
C 26.2590 82.5970 65.8860
C 20.5410 91.3240 60.7950
C 18.6350 86.3690 69.2780
C 29.4450 86.9260 58.2190
C 21.2560 86.7870 69.4130
C 24.2770 85.3600 61.8700
C 22.2130 91.3120 64.3110
C 18.2450 89.4430 60.2300
C 23.7100 88.2540 66.3630
C 28.5860 86.8720 59.5300
C 17.9430 90.4300 63.8500
C 18.7180 89.7280 62.7250
C 23.9850 83.4500 66.3810
C 25.9830 87.2350 65.6470
C 20.0440 86.4390 68.5620
C 24.9590 83.2030 65.3070
C 23.6950 89.6040 65.6790
H 29.0560 86.1250 60.1820
H 30.3990 87.3490 58.3640
H 21.4720 89.9100 65.4880
H 28.5830 87.8840 60.0200
H 21.0410 92.3570 60.9080
H 22.2580 89.0780 64.1180
H 20.7280 85.3090 70.8800
H 21.9320 84.8730 69.8800
H 22.5400 92.2600 64.9250
H 23.2510 87.5880 65.8070
H 25.1960 84.3000 64.8190
H 24.0930 84.8950 71.6910
H 17.1200 87.7410 59.5170
H 21.0560 87.7100 70.0590
H 24.4360 85.7870 59.7480
H 29.2910 82.1740 66.2990
H 18.5140 88.7170 62.7380
H 20.7070 91.0880 59.6630
H 18.0390 90.0380 59.2860
H 25.9870 81.9060 66.3080
H 18.6590 92.1960 60.4490
H 27.1470 86.3260 61.4090
H 22.0530 86.8790 68.8030
H 25.4950 84.4870 60.4240
H 19.7920 89.7420 63.1490
H 25.1390 87.2120 67.6710
H 21.2190 91.4480 63.9410
H 22.9700 88.1050 67.0850
H 19.2090 92.3420 62.1230
H 19.1990 88.9000 60.0780
H 21.9710 86.9960 72.2870
H 18.4210 87.3810 69.7750
H 17.8310 86.3860 68.5960
H 24.4690 89.7860 65.0260
H 20.1400 85.5650 67.9930
H 23.1730 87.1620 71.1890
H 25.0130 85.1450 62.7470
H 25.4530 86.6640 64.9110
H 18.3120 85.6240 70.1770
H 23.9010 90.3870 66.4020
H 25.7270 88.5880 67.0850
H 24.2930 84.1340 67.3000
H 22.5890 84.8830 65.4570
H 24.5550 82.6380 64.5530
H 22.6390 84.7530 72.7850
H 23.5970 84.5600 61.6360
H 23.7690 85.8740 73.0160
H 26.5940 83.2420 66.6760
H 28.6360 80.6810 65.6680
H 27.0810 81.6660 64.2680
H 21.1690 90.6930 61.5380
H 25.9890 87.5080 60.6960
H 26.5280 86.6090 66.0190
H 16.1630 88.5560 60.5220
H 22.9260 91.6390 63.5740
H 20.0640 87.3020 67.7700
H 18.0460 89.8980 64.8260
H 27.8080 83.3410 64.5340
H 29.4440 86.0570 57.6270
H 27.2770 85.3270 58.8780
H 29.5180 81.5180 64.6050
H 22.0030 84.1690 66.7810
H 18.0540 91.4310 64.0120
H 23.9210 86.4620 61.9910
H 26.7900 86.9630 58.4330
H 22.0980 83.0710 65.4400
H 16.8840 90.5240 63.5360
H 17.1990 87.5730 61.1160
H 28.9510 87.7710 57.4680
H 26.4880 88.1670 65.3280
H 23.9850 82.2800 66.8820

---

Most stable to least stable: w), x)